[1]
Here is C4H4N2O2 as an isolated structure from OMol25. Energies are from wB97M-V/def2-TZVPD.

Each line ends with the Löwdin charge.
Element x y z (Å)
C -1.19 -0.33 -0.09  -0.374
C 0.90 0.70 -0.21  -0.146
C 2.06 -0.20 0.18  -0.146
C 0.26 -0.46 -0.38  -0.126
H -3.01 -0.83 0.29  0.061
H -0.16 2.50 -0.39  0.111
H 2.34 0.09 1.23  0.156
H 2.94 -0.26 -0.43  0.119
N -2.08 -1.32 0.17  0.129
N 0.07 1.76 0.23  0.195
O -1.34 0.99 -0.05  -0.006
O 1.31 -1.34 -0.01  0.027

Output
LUMO energy = -0.0127 hartree
2S+1 = 1
Orbital gap = 8.77 eV
ΔE to the lowest compared entry with this formula, charge and spin = 627.02 kJ/mol
Electronic energy = -11282.041 eV



[2]
Here is one molecule with the formula C4H4N2O2 from OMol25. Energies are from wB97M-V/def2-TZVPD.

Each line ends with the Löwdin charge.
Element x y z (Å)
N -1.28 -0.18 1.54  0.145
C 0.00 0.21 1.23  -0.390
O 1.01 0.11 2.05  -0.014
C 0.14 0.16 -0.29  -0.118
C 1.32 0.78 -0.75  -0.109
N 1.47 0.43 -1.99  0.041
O 0.43 -0.28 -2.40  -0.028
C -0.43 -0.53 -1.46  -0.022
H -1.97 -0.61 1.10  0.032
H -1.61 -0.01 2.55  0.151
H 2.30 0.98 -0.16  0.178
H -1.39 -1.07 -1.43  0.133

Output
LUMO energy = 0.0090 hartree
2S+1 = 1
Orbital gap = 10.06 eV
ΔE to the lowest compared entry with this formula, charge and spin = 408.85 kJ/mol
SMILES = NC(=O)c1cnoc1
Electronic energy = -11284.302 eV



[3]
Here is one molecule with the formula C4H4N2O2 from OMol25. Energies are from wB97M-V/def2-TZVPD.

Each line ends with the Löwdin charge.
Element x y z (Å)
H -1.79 -0.69 1.63  0.135
N -1.32 -1.65 1.12  0.102
C -0.45 -1.08 0.34  -0.399
N 0.83 -1.60 -0.07  0.161
C 1.54 -0.89 -0.96  -0.082
O 1.20 0.34 -1.43  0.072
C 0.31 0.95 -0.79  -0.149
C -0.49 0.42 0.17  -0.234
O -1.43 1.25 0.84  -0.070
H 2.32 -1.34 -1.35  0.084
H 0.35 2.04 -0.75  0.146
H -1.06 2.25 1.24  0.235

Output
LUMO energy = 0.0031 hartree
2S+1 = 1
Orbital gap = 8.94 eV
ΔE to the lowest compared entry with this formula, charge and spin = 441.62 kJ/mol
SMILES = [H]/N=c1/ncocc1O
Electronic energy = -11283.962 eV



[4]
Here is C4H4N2O2 as an isolated structure from OMol25. Energies are from wB97M-V/def2-TZVPD.

Each line ends with the Löwdin charge.
Element x y z (Å)
C 1.40 -0.13 -0.05  -0.505
C -0.82 1.21 -0.13  -0.061
C -2.10 0.69 0.03  -0.112
C -0.94 -1.09 0.09  -0.130
H 1.87 1.98 0.59  0.302
H -0.62 2.21 -0.05  0.074
H -3.05 1.25 -0.31  0.120
H -0.45 -2.03 -0.35  0.159
N 0.00 0.09 0.13  0.000
N -2.17 -0.77 0.03  0.071
O 2.23 0.96 -0.03  0.008
O 1.80 -1.30 -0.04  0.074

Output
LUMO energy = -0.0214 hartree
2S+1 = 1
Orbital gap = 8.90 eV
ΔE to the lowest compared entry with this formula, charge and spin = 301.82 kJ/mol
Electronic energy = -11285.411 eV



[5]
Here is one molecule with the formula C4H4N2O2 from OMol25. Energies are from wB97M-V/def2-TZVPD.

Each line ends with the Löwdin charge.
Element x y z (Å)
O -2.12 -0.89 0.11  0.035
C -1.01 -0.14 0.03  -0.406
N -1.17 1.25 0.14  0.064
N 0.10 1.95 -0.05  0.151
C 0.84 0.87 -0.07  -0.371
C 0.24 -0.33 -0.08  -0.115
C 1.71 -1.01 0.08  0.012
O 2.18 0.42 0.05  -0.031
H -2.52 -0.75 -0.95  0.248
H -2.03 1.65 0.35  0.116
H 2.10 -1.70 -0.81  0.151
H 1.68 -1.31 1.21  0.147

Output
LUMO energy = 0.0044 hartree
2S+1 = 1
Orbital gap = 9.19 eV
ΔE to the lowest compared entry with this formula, charge and spin = 548.33 kJ/mol
SMILES = Oc1[nH]nc2c1CO2
Electronic energy = -11282.857 eV



[6]
Here is one molecule with the formula C4H4N2O3 from OMol25. Energies are from wB97M-V/def2-TZVPD.

Each line ends with the Löwdin charge.
Element x y z (Å)
O 0.04 0.94 -2.44  0.019
C -0.07 0.37 -1.35  -0.350
C -0.34 -1.00 -1.02  0.005
C -0.32 -1.37 0.26  -0.047
N -0.04 -0.48 1.23  -0.194
O 0.06 -1.05 2.47  0.060
N 0.20 0.85 1.08  0.201
C 0.23 1.26 -0.17  -0.294
O 0.51 2.51 -0.50  0.117
H -0.54 -1.73 -1.80  0.119
H -0.51 -2.40 0.62  0.156
H 0.37 -0.42 3.11  0.097
H 0.42 2.52 -1.47  0.110

Output
LUMO energy = 0.0195 hartree
2S+1 = 1
Orbital gap = 9.10 eV
ΔE to the lowest compared entry with this formula, charge and spin = 284.66 kJ/mol
SMILES = O=c1ccn(O)nc1O
Electronic energy = -13332.911 eV



[7]
Here is a 2-piece molecular cluster, C4H4N2O4 overall from OMol25. Energies are from wB97M-V/def2-TZVPD.

Each line ends with the Löwdin charge.
Element x y z (Å)
C 1.54 -0.18 3.01  0.087
C 1.07 -0.78 1.91  -0.090
C -0.23 -0.56 1.35  -0.447
O -1.18 0.10 1.74  0.118
O -0.33 -1.40 0.21  -0.052
N -1.38 -2.32 0.18  0.051
O -2.08 -2.20 1.12  0.046
H 2.59 -0.34 3.27  0.075
H 1.00 0.54 3.58  0.073
H 1.67 -1.44 1.18  0.146
N -3.13 1.01 -0.90  0.192
C -3.61 0.20 -0.16  -0.443
O -4.00 -0.71 0.43  0.152
H -2.96 2.00 -0.79  0.093

Output
LUMO energy = -0.0241 hartree
2S+1 = 1
Orbital gap = 9.76 eV
ΔE to the lowest compared entry with this formula, charge and spin = 40.71 kJ/mol
SMILES = C=CC(=O)ON=O.N=C=O
Electronic energy = -15378.952 eV



[8]
Here is one molecule with the formula C4H4N2OS from OMol25. Energies are from wB97M-V/def2-TZVPD.

Each line ends with the Löwdin charge.
Element x y z (Å)
O -0.61 0.04 2.55  0.059
C -0.76 0.45 1.44  -0.800
S -1.82 1.78 0.98  0.849
N -0.07 -0.09 0.32  -0.149
C 0.00 0.37 -1.01  -0.067
C 0.91 -0.47 -1.63  -0.067
C 1.31 -1.41 -0.63  -0.125
N 0.70 -1.19 0.54  0.098
H -2.26 1.96 2.24  -0.091
H -0.58 1.23 -1.35  0.096
H 1.17 -0.44 -2.69  0.099
H 2.00 -2.22 -0.75  0.098

Output
LUMO energy = 0.0143 hartree
2S+1 = 1
Orbital gap = 10.35 eV
ΔE to the lowest compared entry with this formula, charge and spin = 68.48 kJ/mol
SMILES = O=C(S)n1cccn1
Electronic energy = -20075.020 eV



| no. | HOMO (eV) |
| --- | --- |
| 1 | -9.12 |
| 2 | -9.82 |
| 3 | -8.86 |
| 4 | -9.48 |
| 5 | -9.08 |
| 6 | -8.57 |
| 7 | -10.42 |
| 8 | -9.96 |